1.
The following is a DFT calculation (ωB97M-V/def2-TZVPD) of a cluster of 9 separate species, CH20O9 in total in a non-equilibrium geometry.

Computed properties:
frontier orbital gap	8.545	eV
ΔE to the lowest compared entry with this formula, charge and spin	313.5	kJ/mol

Geometry as ORCA input:
```
! RIJCOSX wB97M-V def2-TZVPD def2/J DEFGRID3
* xyz 0 1
O 0.012 -0.722 2.746
H -0.863 -0.546 3.147
H -0.072 -0.350 1.788
H 0.202 -1.676 2.790
C -0.898 -0.574 -0.621
O 0.005 0.122 0.190
H -1.969 -0.467 -0.402
H -0.819 -0.268 -1.674
H -0.637 -1.639 -0.589
O 1.960 -2.223 -0.513
H 2.194 -2.495 -1.407
H 1.459 -1.402 -0.629
O -3.464 1.889 -1.947
H -4.078 1.156 -1.845
H -2.713 1.514 -2.419
O 3.101 0.747 0.825
H 3.116 1.165 -0.043
H 2.242 0.318 0.868
O 1.986 0.883 -2.264
H 1.715 0.025 -2.601
H 1.414 1.033 -1.496
O -1.691 2.270 2.389
H -1.495 1.695 1.638
H -2.582 2.594 2.223
O -0.225 -4.411 -0.540
H 0.085 -3.497 -0.512
H -1.169 -4.346 -0.714
O 1.268 3.271 0.270
H 0.930 3.589 1.112
H 0.985 2.347 0.231
*
```

Formally, the Löwdin partial charges of the atoms, in units of the elementary charge, are as follows:
1 O 0.263
2 H 0.167
3 H 0.092
4 H 0.175
5 C -0.281
6 O -0.384
7 H 0.061
8 H 0.067
9 H 0.032
10 O -0.049
11 H 0.055
12 H -0.013
13 O -0.059
14 H 0.029
15 H 0.027
16 O -0.056
17 H 0.020
18 H -0.018
19 O -0.044
20 H 0.028
21 H -0.003
22 O -0.056
23 H 0.005
24 H 0.043
25 O -0.066
26 H -0.027
27 H 0.031
28 O -0.056
29 H 0.033
30 H -0.015



2.
The following is a DFT calculation (ωB97M-V/def2-TZVPD) of a cluster of 6 separate species, C20H41F3O15Si in total.

Computed properties:
frontier orbital gap	11.084	eV
SMILES	CC[SiH2]CCC(F)(F)F.COC(=O)OC.COC(=O)OC.COC(=O)OC.COC(=O)OC.COC(=O)OC

Geometry as ORCA input:
```
! RIJCOSX wB97M-V def2-TZVPD def2/J DEFGRID3
* xyz 0 1
C 1.952 -4.520 0.065
C 0.692 -3.651 -0.171
Si 0.139 -3.608 -1.966
C -1.732 -3.487 -2.151
C -2.474 -4.580 -1.349
C -3.415 -4.071 -0.277
F -4.410 -4.930 -0.039
F -2.799 -3.868 0.910
F -3.986 -2.897 -0.580
H 1.861 -5.115 0.978
H 2.851 -3.904 0.166
H 2.142 -5.218 -0.759
H 0.910 -2.612 0.112
H -0.133 -3.976 0.472
H 0.790 -2.484 -2.680
H 0.549 -4.885 -2.605
H -2.076 -2.484 -1.882
H -1.956 -3.606 -3.216
H -3.076 -5.210 -2.011
H -1.777 -5.255 -0.836
C -4.012 0.108 0.033
O -4.250 1.144 -0.929
C -3.274 2.045 -1.017
O -2.251 2.041 -0.378
O -3.611 2.948 -1.936
C -2.635 3.977 -2.134
H -4.877 -0.544 -0.019
H -3.105 -0.440 -0.218
H -3.915 0.532 1.031
H -1.693 3.551 -2.473
H -2.471 4.539 -1.217
H -3.043 4.630 -2.900
C 0.493 4.304 0.980
O 0.253 5.345 0.023
C 1.231 6.243 -0.073
O 2.256 6.244 0.558
O 0.882 7.146 -0.992
C 1.851 8.179 -1.197
H -0.375 3.652 0.933
H 1.390 3.746 0.715
H 0.605 4.725 1.977
H 2.795 7.757 -1.536
H 2.015 8.738 -0.277
H 1.428 8.825 -1.962
C 1.634 4.213 -7.221
O 0.232 4.502 -7.283
C -0.552 3.500 -6.888
O -0.177 2.422 -6.504
O -1.821 3.894 -6.990
C -2.776 2.904 -6.596
H 2.130 5.113 -7.569
H 1.932 3.985 -6.200
H 1.878 3.371 -7.866
H -2.631 2.623 -5.554
H -2.699 2.018 -7.224
H -3.751 3.364 -6.724
C 0.344 -1.379 6.374
O 0.320 -2.446 5.418
C -0.891 -2.935 5.152
O -1.926 -2.554 5.631
O -0.755 -3.937 4.280
C -1.998 -4.524 3.874
H 1.391 -1.106 6.471
H -0.244 -0.535 6.017
H -0.047 -1.718 7.331
H -2.617 -3.780 3.378
H -2.530 -4.928 4.733
H -1.735 -5.319 3.184
C 2.640 -2.095 3.441
O 4.052 -2.030 3.194
C 4.799 -2.140 4.290
O 4.388 -2.254 5.418
O 6.083 -2.097 3.932
C 7.002 -2.202 5.025
H 2.167 -1.966 2.474
H 2.363 -3.054 3.871
H 2.338 -1.296 4.115
H 6.869 -3.148 5.546
H 6.860 -1.381 5.724
H 7.990 -2.152 4.577
*
```

Formally, the Löwdin partial charges of the atoms, in units of the elementary charge, are as follows:
1 C -0.171
2 C -0.376
3 Si 0.662
4 C -0.303
5 C -0.134
6 C -0.631
7 F 0.141
8 F 0.110
9 F 0.120
10 H 0.065
11 H 0.066
12 H 0.042
13 H 0.058
14 H 0.050
15 H -0.034
16 H -0.023
17 H 0.067
18 H 0.072
19 H 0.127
20 H 0.112
21 C -0.035
22 O 0.010
23 C -0.621
24 O 0.114
25 O 0.004
26 C -0.032
27 H 0.090
28 H 0.085
29 H 0.101
30 H 0.098
31 H 0.094
32 H 0.093
33 C -0.026
34 O -0.004
35 C -0.625
36 O 0.123
37 O -0.001
38 C -0.040
39 H 0.081
40 H 0.099
41 H 0.098
42 H 0.097
43 H 0.097
44 H 0.092
45 C -0.037
46 O 0.003
47 C -0.624
48 O 0.122
49 O 0.004
50 C -0.036
51 H 0.093
52 H 0.097
53 H 0.097
54 H 0.091
55 H 0.098
56 H 0.094
57 C -0.028
58 O -0.022
59 C -0.617
60 O 0.129
61 O 0.000
62 C -0.039
63 H 0.091
64 H 0.100
65 H 0.099
66 H 0.085
67 H 0.099
68 H 0.092
69 C -0.029
70 O 0.009
71 C -0.621
72 O 0.120
73 O 0.002
74 C -0.039
75 H 0.088
76 H 0.096
77 H 0.086
78 H 0.097
79 H 0.097
80 H 0.093



3.
The following is a DFT calculation (ωB97M-V/def2-TZVPD) of a cluster of 13 separate species, C58H142N4O16 in total in a non-equilibrium geometry.

Computed properties:
frontier orbital gap	8.778	eV

Geometry as ORCA input:
```
! RIJCOSX wB97M-V def2-TZVPD def2/J DEFGRID3
* xyz 0 1
C -17.853 -5.071 -15.898
O -18.599 -5.034 -17.085
C -18.585 -6.304 -17.757
C -19.581 -6.313 -18.838
O -20.822 -6.892 -18.470
C -21.501 -6.165 -17.521
H -18.217 -4.324 -15.252
H -16.776 -4.923 -16.039
H -17.982 -6.047 -15.295
H -18.815 -7.043 -16.989
H -17.604 -6.437 -18.239
H -19.264 -6.906 -19.695
H -19.779 -5.271 -19.178
H -20.961 -6.203 -16.566
H -22.530 -6.598 -17.459
H -21.593 -5.123 -17.727
C -17.650 -0.498 -16.161
O -17.774 -0.712 -17.542
C -17.429 -1.936 -18.089
C -17.618 -1.910 -19.646
O -16.510 -1.488 -20.446
C -16.247 -0.113 -20.379
H -16.712 -0.893 -15.659
H -18.482 -0.994 -15.677
H -17.830 0.596 -15.999
H -18.048 -2.735 -17.690
H -16.377 -2.239 -17.862
H -18.418 -1.250 -19.916
H -17.902 -2.869 -20.016
H -15.764 0.100 -21.350
H -15.566 0.046 -19.482
H -17.141 0.454 -20.248
C -17.294 -9.365 -18.412
O -17.316 -10.738 -18.475
C -18.475 -11.315 -17.825
C -18.819 -12.713 -18.334
O -19.413 -12.480 -19.613
C -19.973 -13.675 -20.056
H -16.326 -8.999 -18.707
H -17.529 -8.835 -17.513
H -18.041 -8.927 -19.119
H -19.345 -10.753 -18.189
H -18.259 -11.305 -16.704
H -19.623 -13.103 -17.626
H -17.957 -13.439 -18.351
H -20.383 -13.505 -21.099
H -20.743 -14.132 -19.295
H -19.186 -14.449 -20.150
C -17.913 -9.498 -24.663
O -18.716 -8.568 -25.346
C -19.156 -9.142 -26.575
C -20.275 -10.242 -26.373
O -21.292 -9.630 -25.708
C -22.317 -10.482 -25.204
H -18.431 -10.282 -24.077
H -17.304 -8.980 -23.910
H -17.196 -9.994 -25.324
H -18.330 -9.485 -27.137
H -19.643 -8.360 -27.141
H -19.909 -11.099 -25.844
H -20.659 -10.706 -27.338
H -22.819 -10.902 -26.019
H -22.960 -9.825 -24.619
H -21.927 -11.369 -24.723
C -10.789 -5.301 -19.745
O -11.178 -6.151 -20.822
C -12.306 -5.673 -21.471
C -12.510 -6.489 -22.778
O -12.862 -7.806 -22.382
C -13.328 -8.644 -23.395
H -10.472 -4.290 -20.162
H -10.113 -5.847 -19.092
H -11.630 -5.118 -19.062
H -12.147 -4.654 -21.727
H -13.249 -5.776 -20.893
H -11.557 -6.340 -23.322
H -13.271 -6.001 -23.319
H -14.104 -9.350 -23.065
H -12.580 -9.253 -23.957
H -13.831 -8.083 -24.198
C -12.047 -10.261 -19.889
O -12.108 -9.624 -18.573
C -12.277 -8.279 -18.821
C -12.796 -7.625 -17.565
O -14.233 -7.680 -17.371
C -14.672 -7.276 -16.142
H -13.005 -10.282 -20.366
H -11.758 -11.318 -19.687
H -11.215 -9.808 -20.567
H -12.950 -8.059 -19.679
H -11.384 -7.739 -19.111
H -12.548 -6.593 -17.515
H -12.329 -8.185 -16.761
H -14.711 -6.255 -16.061
H -14.155 -7.734 -15.322
H -15.651 -7.702 -15.963
C -16.442 -8.274 -21.405
O -16.764 -7.087 -20.772
C -15.882 -6.039 -21.094
C -16.333 -4.711 -20.481
O -16.272 -4.751 -19.094
C -15.025 -4.230 -18.654
H -15.439 -8.595 -20.997
H -16.292 -8.113 -22.477
H -17.173 -8.998 -21.205
H -15.726 -5.978 -22.154
H -14.923 -6.274 -20.637
H -17.395 -4.491 -20.643
H -15.627 -3.939 -20.916
H -14.115 -4.789 -18.951
H -14.998 -4.121 -17.565
H -14.906 -3.265 -19.093
C -19.825 -9.511 -20.937
C -20.868 -10.376 -21.602
O -20.571 -11.155 -22.505
C -22.354 -10.260 -21.323
H -20.178 -9.054 -19.998
H -19.676 -8.704 -21.642
H -18.965 -10.144 -20.715
H -22.936 -10.778 -22.153
H -22.678 -9.177 -21.250
H -22.548 -10.699 -20.376
C -17.155 -12.818 -23.202
C -15.821 -12.193 -22.994
O -15.266 -11.566 -23.895
C -15.218 -12.215 -21.594
H -17.543 -12.565 -24.194
H -17.895 -12.513 -22.430
H -17.116 -13.923 -23.219
H -15.779 -12.703 -20.867
H -15.118 -11.094 -21.294
H -14.222 -12.670 -21.636
C -14.106 -2.820 -23.966
C -13.675 -1.763 -23.009
N -12.518 -2.038 -22.213
C -11.240 -2.061 -22.865
C -10.812 -0.731 -23.521
C -12.531 -1.169 -21.066
C -11.475 -1.435 -20.035
H -14.261 -3.711 -23.384
H -13.401 -2.965 -24.716
H -15.023 -2.548 -24.433
H -13.501 -0.844 -23.541
H -14.548 -1.654 -22.366
H -10.448 -2.363 -22.209
H -11.325 -2.888 -23.623
H -10.715 0.059 -22.807
H -9.830 -0.899 -24.047
H -11.535 -0.250 -24.251
H -13.522 -1.339 -20.515
H -12.563 -0.146 -21.394
H -11.595 -0.675 -19.228
H -10.488 -1.307 -20.480
H -11.621 -2.395 -19.550
C -11.607 -5.617 -27.340
C -12.508 -6.671 -27.997
N -13.558 -7.050 -27.070
C -14.361 -6.015 -26.492
C -15.201 -5.181 -27.477
C -14.358 -8.108 -27.730
C -15.425 -8.642 -26.843
H -12.131 -4.682 -27.149
H -10.701 -5.423 -27.927
H -11.277 -6.007 -26.355
H -12.943 -6.416 -28.965
H -11.898 -7.576 -28.214
H -13.705 -5.340 -25.907
H -14.943 -6.525 -25.705
H -14.696 -4.941 -28.423
H -15.475 -4.192 -27.143
H -16.083 -5.685 -27.848
H -14.773 -7.701 -28.640
H -13.512 -8.861 -27.932
H -15.195 -8.804 -25.791
H -16.297 -8.011 -26.963
H -15.756 -9.650 -27.123
C -21.888 -6.703 -23.860
C -20.624 -5.966 -23.356
N -20.222 -4.872 -24.201
C -18.897 -4.386 -23.782
C -17.674 -5.120 -24.368
C -21.262 -3.802 -24.128
C -21.284 -2.991 -25.505
H -22.806 -6.084 -23.834
H -22.095 -7.423 -23.041
H -21.847 -7.210 -24.782
H -20.846 -5.501 -22.379
H -19.729 -6.559 -23.147
H -18.835 -3.340 -24.036
H -18.793 -4.315 -22.696
H -17.684 -5.134 -25.409
H -16.722 -4.694 -23.987
H -17.749 -6.206 -24.134
H -21.107 -3.220 -23.215
H -22.237 -4.251 -23.974
H -22.197 -2.381 -25.522
H -21.329 -3.686 -26.319
H -20.398 -2.311 -25.677
C -14.948 -3.727 -12.641
C -14.697 -3.881 -14.130
N -13.467 -3.374 -14.629
C -12.310 -4.062 -14.124
C -12.350 -5.543 -14.244
C -13.339 -1.899 -14.647
C -12.445 -1.464 -15.868
H -15.063 -2.688 -12.397
H -14.150 -4.112 -12.016
H -15.899 -4.226 -12.395
H -14.802 -4.980 -14.419
H -15.556 -3.435 -14.687
H -11.418 -3.657 -14.717
H -12.091 -3.753 -13.082
H -11.382 -6.001 -13.932
H -13.138 -6.069 -13.687
H -12.501 -5.844 -15.273
H -12.975 -1.542 -13.634
H -14.315 -1.551 -14.853
H -12.853 -1.872 -16.809
H -11.346 -1.767 -15.747
H -12.549 -0.365 -15.881
*
```

These are the Löwdin partial charges, in e, on atoms 1 to 99:
1 C -0.118
2 O -0.198
3 C -0.210
4 C -0.196
5 O -0.188
6 C -0.134
7 H 0.065
8 H 0.058
9 H 0.118
10 H 0.120
11 H 0.117
12 H 0.103
13 H 0.143
14 H 0.088
15 H 0.107
16 H 0.077
17 C -0.103
18 O -0.194
19 C -0.182
20 C -0.148
21 O -0.223
22 C -0.110
23 H 0.090
24 H 0.073
25 H 0.102
26 H 0.109
27 H 0.118
28 H 0.118
29 H 0.080
30 H 0.088
31 H 0.110
32 H 0.075
33 C -0.147
34 O -0.166
35 C -0.168
36 C -0.204
37 O -0.223
38 C -0.145
39 H 0.084
40 H 0.066
41 H 0.068
42 H 0.120
43 H 0.150
44 H 0.138
45 H 0.143
46 H 0.099
47 H 0.118
48 H 0.082
49 C -0.121
50 O -0.170
51 C -0.159
52 C -0.231
53 O -0.192
54 C -0.075
55 H 0.079
56 H 0.064
57 H 0.068
58 H 0.090
59 H 0.123
60 H 0.101
61 H 0.141
62 H 0.062
63 H 0.093
64 H 0.077
65 C -0.090
66 O -0.187
67 C -0.215
68 C -0.162
69 O -0.176
70 C -0.113
71 H 0.099
72 H 0.089
73 H 0.066
74 H 0.092
75 H 0.098
76 H 0.137
77 H 0.084
78 H 0.061
79 H 0.106
80 H 0.061
81 C -0.068
82 O -0.150
83 C -0.256
84 C -0.147
85 O -0.161
86 C -0.151
87 H 0.051
88 H 0.090
89 H 0.127
90 H 0.124
91 H 0.101
92 H 0.091
93 H 0.130
94 H 0.030
95 H 0.088
96 H 0.089
97 C -0.116
98 O -0.169
99 C -0.176